[1]
A molecular structure, C31H54MgN3O4PSi3, computed with ωB97M-V/def2-TZVPD.

Structure (XYZ):
```
97
Properties=species:S:1:pos:R:3:forces:R:3:mulliken_charge:R:1
Mg -0.035 1.037 -0.423 -0.3 -0.4 0.9 0.615
C 2.662 -2.246 -1.332 -0.1 0.8 -0.4 0.276
Si 2.255 -0.615 -2.246 0.7 -0.5 -0.6 0.212
C 0.741 -0.947 -3.293 -0.4 -1.1 0.6 -0.883
C 3.760 -0.314 -3.417 -0.7 0.4 0.3 -1.182
C 1.960 0.867 -1.198 0.4 0.1 0.2 1.777
Si 3.071 0.870 0.288 0.4 -0.7 0.4 0.520
C 2.474 -0.497 1.460 0.0 -0.7 -1.4 -0.305
C 4.946 0.476 0.109 -0.8 0.3 -1.0 -1.215
C 2.967 2.406 1.352 1.0 0.6 -0.6 -1.219
Si 2.108 2.377 -2.167 0.8 1.2 0.2 -0.322
C 1.255 2.497 -3.837 0.3 0.3 -0.4 -1.349
C 3.873 3.090 -2.406 0.0 0.5 -0.4 -1.351
C 1.224 3.781 -1.132 -0.6 -0.3 0.5 0.001
C 1.556 5.144 -1.207 -0.6 -0.4 0.7 -0.873
C 0.834 6.084 -0.462 0.4 -0.6 -0.4 -0.446
C -0.223 5.653 0.319 0.1 -0.3 0.2 -1.113
C -0.484 4.292 0.386 0.8 -0.3 -0.9 -0.193
N 0.213 3.349 -0.302 0.4 1.4 -0.5 0.385
H 2.563 -3.084 -2.036 0.1 0.1 0.1 0.553
H 1.956 -2.372 -0.521 -0.2 -0.1 -0.2 -1.207
H 3.660 -2.221 -0.888 0.1 -0.1 -0.2 0.459
H 0.962 -1.412 -4.246 0.2 -0.1 -0.3 0.618
H 0.194 -0.035 -3.505 -0.4 0.1 0.1 0.179
H 0.130 -1.693 -2.710 0.2 1.0 -0.6 -0.017
H 4.035 -1.214 -3.933 0.0 -0.6 -0.4 0.442
H 4.619 -0.039 -2.822 0.3 0.2 0.2 0.283
H 3.607 0.470 -4.174 0.0 -0.1 0.2 0.268
H 2.919 -0.480 2.420 0.2 0.5 1.3 0.814
H 2.790 -1.480 1.098 0.1 0.2 -0.2 0.003
H 1.394 -0.620 1.489 -0.2 0.2 0.3 -0.517
H 5.083 -0.461 -0.435 0.0 -0.1 0.1 0.317
H 5.310 0.348 1.114 0.4 0.0 0.5 0.427
H 5.544 1.225 -0.431 -0.2 0.0 0.3 0.298
H 1.942 2.600 1.583 -0.8 0.4 0.2 0.175
H 3.455 3.307 0.933 -0.5 -0.3 0.0 0.280
H 3.501 2.233 2.275 0.1 -0.3 0.4 0.452
H 1.617 1.773 -4.566 0.1 -0.1 0.0 0.343
H 1.381 3.495 -4.293 0.1 -0.3 0.3 0.367
H 0.194 2.346 -3.767 -0.7 -0.2 0.1 0.318
H 4.666 2.324 -2.479 -0.4 0.4 -0.1 0.321
H 4.129 3.765 -1.578 0.0 -0.3 0.1 0.431
H 3.910 3.764 -3.300 0.0 -0.7 0.4 0.376
H 2.416 5.408 -1.796 0.1 0.3 -0.2 0.432
H 1.096 7.125 -0.478 0.1 0.3 -0.1 0.449
H -0.800 6.345 0.925 0.0 -0.1 -0.1 0.433
H -1.301 3.956 0.988 -0.3 -0.4 0.4 0.428
N -2.057 1.642 -0.831 0.4 0.4 -0.6 -0.453
C -2.846 1.726 0.365 0.1 0.7 -1.0 -0.300
C -4.179 2.006 0.300 0.1 0.2 -1.6 0.283
C -4.956 2.176 1.416 -0.6 0.3 1.1 -0.910
C -4.365 2.039 2.650 -0.1 0.2 -0.9 -0.938
C -2.990 1.783 2.734 0.0 -0.2 1.6 1.703
C -2.359 1.602 4.013 -0.4 -0.2 -0.6 -1.270
C -1.067 1.192 4.067 -0.6 0.5 0.5 -1.261
C -0.371 1.115 2.850 1.2 -0.2 -0.2 -0.327
N -0.879 1.342 1.675 0.2 -0.1 -0.3 1.026
C -2.210 1.626 1.594 0.3 -0.4 0.3 -1.255
H -2.325 0.860 -1.402 -0.3 -0.5 -0.2 0.480
H -2.085 2.491 -1.405 -0.3 -0.3 0.4 0.409
H -4.644 2.119 -0.683 0.2 -0.1 0.2 0.412
H -5.996 2.470 1.281 0.2 -0.3 0.3 0.396
H -4.936 2.137 3.540 -0.4 0.1 0.7 0.483
H -2.975 1.740 4.890 0.1 -0.1 0.2 0.443
H -0.592 0.988 5.022 0.1 0.0 -0.3 0.509
H 0.696 0.870 2.867 -0.4 0.0 0.0 0.110
C -4.362 -3.236 -1.232 -0.6 0.4 0.7 -1.951
C -3.734 -2.644 0.030 0.1 -0.5 0.1 1.888
C -4.130 -1.204 0.213 -1.2 0.2 -0.5 -1.438
C -4.110 -3.470 1.276 0.3 -0.7 0.0 -1.546
O -2.313 -2.782 -0.229 0.2 -0.5 0.2 -0.259
P -1.190 -1.905 0.507 -0.1 -0.7 2.3 0.385
O -1.638 -1.537 1.903 0.5 -0.2 -1.3 -0.946
O -0.868 -0.825 -0.478 0.8 1.2 -0.3 -0.630
O 0.157 -2.819 0.582 -1.1 0.6 -0.3 0.423
C 0.370 -4.155 1.095 0.1 0.0 -1.3 1.697
C 1.827 -4.173 1.524 0.0 -0.2 -0.7 -1.777
C 0.114 -5.119 -0.105 0.4 -0.1 1.4 -1.487
C -0.506 -4.508 2.250 -1.5 0.1 0.6 -1.444
H -5.424 -3.394 -1.016 0.0 -0.1 -0.3 0.422
H -3.893 -4.181 -1.430 0.2 -0.5 -0.2 0.445
H -4.258 -2.595 -2.110 0.1 0.1 0.2 0.329
H -5.214 -1.113 0.356 0.1 -0.3 0.2 0.535
H -3.972 -0.632 -0.689 0.5 0.1 -0.4 0.332
H -3.658 -0.730 1.042 0.5 0.2 0.6 0.290
H -5.062 -3.214 1.731 -0.4 0.2 -0.4 0.379
H -3.399 -3.324 2.086 0.3 0.2 -0.2 0.299
H -4.141 -4.549 1.036 0.1 0.4 0.0 0.368
H 2.475 -3.817 0.719 -0.1 -0.2 0.1 0.310
H 2.082 -5.187 1.771 0.3 -0.6 0.0 0.546
H 2.032 -3.589 2.399 -0.2 0.5 0.5 0.352
H 0.824 -4.980 -0.896 0.7 0.1 -0.3 0.332
H -0.843 -4.942 -0.539 -0.9 0.2 -0.1 0.208
H 0.147 -6.149 0.269 0.1 0.1 -0.2 0.393
H -0.393 -3.804 3.088 0.1 -0.3 -0.2 0.292
H -0.330 -5.541 2.555 0.3 0.1 0.2 0.486
H -1.580 -4.488 1.987 0.5 0.1 -0.1 0.166
```
Positions in Å, forces in eV/Å.

Calculated values
**Spin multiplicity**: 1
**Net charge**: 0
**Highest occupied orbital energy**: -8.1 eV

---

[2]
A molecular structure, C14H7N4O4S2Tc, computed with ωB97M-V/def2-TZVPD.

Structure (XYZ):
```
32
Properties=species:S:1:pos:R:3:forces:R:3:nbo_charge:R:1
Tc 0.308 0.383 -1.138 0.1 -0.2 0.8 0.916
S 2.448 -0.180 -1.238 -0.3 0.1 -0.6 0.172
C 3.016 -0.273 0.415 0.2 -0.1 0.9 -0.179
C 4.372 -0.401 0.712 -0.7 0.1 -0.5 -0.160
C 4.768 -0.448 2.038 -0.2 0.0 0.7 0.001
C 6.162 -0.586 2.348 0.0 0.0 0.0 0.219
N 7.283 -0.690 2.573 0.0 0.0 0.0 -0.184
C 3.811 -0.366 3.074 0.4 0.0 -0.2 -0.122
C 2.462 -0.237 2.775 -0.1 0.0 -0.1 -0.121
C 2.070 -0.190 1.445 0.5 0.0 -0.2 -0.240
S 0.378 -0.054 0.999 0.0 0.1 -0.8 0.388
C 4.221 -0.418 4.446 0.0 0.0 0.1 0.223
N 4.522 -0.463 5.553 0.0 0.0 0.0 -0.191
H 5.113 -0.468 -0.073 0.0 0.0 0.0 0.260
H 1.738 -0.172 3.576 0.0 0.0 0.0 0.259
C -2.426 -2.451 -0.832 0.0 0.0 0.0 -0.672
C -2.673 -1.043 -1.226 0.0 0.0 0.0 0.454
N -1.770 -0.078 -1.325 0.1 0.0 0.0 -0.542
C -2.435 1.070 -1.721 0.0 0.0 0.1 -0.045
C -3.757 0.792 -1.864 0.0 0.0 0.0 0.073
N -3.876 -0.534 -1.550 0.0 0.0 0.0 -0.457
C -4.987 1.554 -2.247 0.0 0.0 0.0 0.762
O -4.846 2.829 -2.543 0.0 0.0 0.0 -0.629
O -6.030 0.962 -2.266 0.0 0.0 0.0 -0.537
C -1.652 2.303 -1.878 0.0 0.0 -0.1 0.771
O -2.100 3.360 -2.218 0.0 0.0 0.0 -0.516
O -0.341 2.101 -1.597 -0.1 0.1 -0.1 -0.661
H -1.379 -2.585 -0.571 0.0 0.0 0.0 0.245
H -2.672 -3.128 -1.651 0.0 0.0 0.0 0.264
H -3.037 -2.721 0.029 0.0 0.0 0.0 0.262
H -4.769 -1.012 -1.571 0.0 0.0 0.0 0.471
H -3.919 3.145 -2.472 0.0 0.0 0.0 0.517
```
Positions in Å, forces in eV/Å.

Calculated values
**Spin multiplicity**: 2
**Net charge**: +1
**Highest occupied orbital energy (spin up / spin down)**: -13.1 / -13.1 eV
**ΔE to the lowest compared entry with this formula, charge and spin**: 0.6 kcal per mole

---

[3]
3 unconnected molecules or ions with the total composition C2H11N2O2, computed with ωB97M-V/def2-TZVPD.

Structure (XYZ):
```
17
Properties=species:S:1:pos:R:3:forces:R:3:nbo_charge:R:1
C -0.621 0.698 1.697 -7.5 2.4 -0.5 0.094
C -2.047 0.815 1.484 4.8 0.2 1.9 -0.245
N -2.776 -0.390 1.298 1.0 -1.5 0.1 -0.675
N 0.340 -0.030 1.235 2.3 -3.5 -0.8 -0.838
H -0.312 1.475 2.284 0.8 3.2 0.5 0.198
H -2.559 1.744 1.361 -0.2 0.3 1.0 0.247
H -2.529 -1.069 2.053 -0.9 0.5 -0.8 0.450
H -3.750 -0.291 1.146 -1.4 0.1 0.3 0.448
H -2.395 -0.716 0.444 0.3 -1.5 -1.5 0.436
H 1.115 0.600 0.962 0.3 -1.6 0.9 0.461
H 0.478 -1.009 1.574 0.4 1.3 -1.1 0.416
H 0.976 -1.154 -7.131 0.4 -0.1 2.0 0.474
H 2.120 -1.529 -6.171 0.2 -0.1 0.0 0.469
O 1.215 -1.215 -6.153 -0.7 0.2 -2.0 -0.943
H 3.735 0.169 1.803 -0.7 -0.7 0.5 0.482
H 3.889 1.231 0.865 -2.3 -0.7 0.3 0.489
O 3.123 0.671 1.249 3.0 1.5 -0.8 -0.962
```
Positions in Å, forces in eV/Å.

Calculated values
**Spin multiplicity**: 1
**Net charge**: +1
**Highest occupied orbital energy**: -12.8 eV
**ΔE to the lowest compared entry with this formula, charge and spin**: 94.1 kcal per mole

---

[4]
17 unconnected molecules or ions with the total composition C2H37O17, computed with ωB97M-V/def2-TZVPD.

Structure (XYZ):
```
56
Properties=species:S:1:pos:R:3:forces:R:3:nbo_charge:R:1
C -0.437 0.336 -0.303 -0.7 0.9 -1.0 -0.644
C -0.276 -0.304 1.046 0.3 0.0 0.6 -0.048
O 1.021 -0.640 1.412 -0.7 -0.2 0.1 -1.025
H -0.381 1.426 -0.332 0.9 -0.1 0.4 0.195
H -1.467 0.271 -0.685 0.0 -0.7 0.0 0.188
H 0.254 -0.089 -1.030 -0.1 0.1 0.0 0.229
H -0.966 -1.171 1.049 0.1 -0.3 0.1 0.083
H -0.730 0.379 1.793 -0.1 0.1 0.2 0.087
O 0.962 0.762 -4.393 0.0 -0.3 0.0 -0.973
H 1.434 0.469 -5.180 0.0 0.0 0.1 0.473
H 0.880 -0.042 -3.845 -0.1 -0.1 0.0 0.509
O 3.191 1.119 0.904 0.0 0.1 0.4 -0.967
H 2.462 0.643 1.356 0.1 -0.2 -0.6 0.494
H 2.805 1.959 0.640 0.0 0.0 0.1 0.454
O -2.239 -2.835 -1.657 -0.1 0.0 -0.1 -0.958
H -2.302 -3.677 -1.187 0.1 0.1 0.0 0.488
H -2.648 -2.195 -1.064 0.1 0.1 -0.1 0.477
O 0.924 1.995 3.404 0.1 -0.2 -0.1 -0.945
H -0.036 2.011 3.351 0.0 0.1 -0.1 0.458
H 1.190 1.312 2.765 -0.1 0.0 0.2 0.482
O -1.852 -3.683 1.174 -0.4 0.0 -0.1 -0.959
H -1.234 -3.292 0.541 0.4 -0.2 0.2 0.497
H -2.484 -2.983 1.371 0.1 0.0 0.1 0.462
O 0.317 -1.797 -2.945 0.0 -0.1 -0.1 -1.019
H 1.084 -1.996 -2.384 0.0 0.1 0.1 0.513
H -0.457 -2.108 -2.440 0.2 0.1 -0.1 0.508
O -3.473 0.971 1.645 0.2 -0.5 0.2 -0.966
H -4.128 0.761 2.318 0.0 0.1 0.0 0.484
H -2.678 0.480 1.911 -0.1 0.0 -0.1 0.493
O -2.155 0.015 -3.475 -0.3 0.0 -0.1 -0.951
H -2.765 -0.627 -3.852 0.1 0.0 0.1 0.462
H -1.284 -0.266 -3.779 0.1 0.0 0.1 0.488
O 0.882 -3.391 0.166 -0.3 -0.2 -0.3 -1.000
H 0.844 -2.494 0.530 0.3 0.5 0.5 0.499
H 1.778 -3.693 0.352 -0.1 0.1 0.1 0.487
O -2.568 3.043 0.085 0.2 -0.1 -0.1 -0.979
H -3.134 2.894 -0.679 0.0 -0.1 0.1 0.466
H -2.691 2.247 0.643 -0.1 0.6 -0.3 0.503
O 2.250 1.408 -2.010 0.3 0.2 -0.2 -0.987
H 1.865 2.202 -1.621 -0.2 -0.2 0.0 0.483
H 1.874 1.354 -2.903 0.1 0.1 0.1 0.486
O 0.349 3.651 -1.146 -0.2 0.1 -0.2 -0.980
H 0.328 4.234 -1.912 0.0 0.0 0.1 0.478
H -0.585 3.531 -0.901 0.0 -0.2 0.0 0.510
O 2.884 -2.083 3.139 0.0 0.1 0.1 -0.973
H 2.314 -1.385 2.767 -0.1 -0.2 -0.2 0.505
H 2.358 -2.462 3.850 -0.1 0.1 0.0 0.460
O 2.915 -1.333 -0.937 -0.2 -0.4 -0.4 -1.004
H 2.917 -0.372 -1.063 0.0 0.1 0.2 0.509
H 2.336 -1.471 -0.172 0.2 0.5 0.1 0.485
O 0.523 4.557 1.575 -0.1 0.0 0.0 -0.947
H 0.899 5.388 1.273 0.0 -0.1 -0.1 0.454
H 0.540 3.985 0.792 0.1 0.3 0.2 0.485
O -0.583 -2.232 3.712 0.0 0.0 -0.1 -0.984
H -0.073 -1.715 3.064 0.1 0.0 0.0 0.496
H -0.756 -3.070 3.264 0.1 0.1 -0.1 0.478
```
Positions in Å, forces in eV/Å.

Calculated values
**Spin multiplicity**: 1
**Net charge**: -1
**Highest occupied orbital energy**: -5.6 eV
**ΔE to the lowest compared entry with this formula, charge and spin**: 43.8 kcal per mole

---

Values of energy, in order: -84060.816, -52644.710, -9318.224, -37485.131, all in eV.